The following is a quantum chemistry calculation of the molecule C7H8ClNO2, from the OMol25 dataset.

Results
Molar mass = 173.6 g/mol
E_tot = -25493.74000 eV
SMILES = [H]/N=C1/C=C[C@H](C)[C@]2(O)O[C@]12Cl
ΔE to the lowest compared entry with this formula, charge and spin = 0.89 kJ/mol
LUMO level = 0.0181 Ha

Cartesian coordinates (Å):
C1 0.652 0.048 -1.492
H1 1.524 1.239 0.477
C2 0.465 -0.296 -0.048
C3 0.606 0.882 0.676
C4 -1.878 -0.540 0.917
H2 1.257 -0.885 0.376
H3 1.526 0.769 -1.651
C5 -1.641 0.751 1.568
H4 0.882 -0.910 -2.101
H5 -1.428 -2.949 -0.093
O1 -1.957 -0.592 -0.540
Cl1 -2.765 -1.744 1.837
N1 -2.571 1.270 2.210
H6 -0.202 0.515 -1.886
C6 -0.326 1.364 1.469
O2 -0.557 -2.514 -0.057
H7 -0.338 2.335 1.895
H8 -3.374 0.683 2.263
C7 -0.775 -1.154 0.086


The following is a quantum chemistry calculation of a cluster of 2 separate species, C7H8ClO4S in total, from the OMol25 dataset.

Results
Molar mass = 223.7 g/mol
Total charge = -1
E_tot = -38936.19505 eV
ΔE to the lowest compared entry with this formula, charge and spin = 127.77 kJ/mol
LUMO level = 0.1080 Ha

Cartesian coordinates (Å):
O1 2.501 -0.229 2.303
H1 2.135 -0.030 -3.094
H2 0.716 -0.955 -3.655
H3 0.382 0.140 1.629
Cl1 2.818 -2.405 -0.217
C1 -0.991 -1.018 0.430
C2 3.383 -0.794 0.144
H4 -1.409 0.715 1.905
C3 1.187 -0.283 -2.884
C4 -0.727 -0.171 1.683
S1 -1.041 -0.394 -1.198
C5 0.644 -0.103 -1.702
H5 -0.894 -0.945 2.473
H6 1.101 0.364 -0.922
C6 3.074 -0.084 1.247
O2 5.074 1.904 -0.746
H7 -1.998 -1.233 0.521
C7 4.553 1.022 -0.124
O3 4.311 -0.210 -0.672
O4 3.975 1.126 1.008
H8 -0.425 -1.942 0.347


The following is a quantum chemistry calculation of a cluster of 2 separate species, C7H8F3NO in total, from the OMol25 dataset.

Results
⟨S²⟩ = 2.011
2S+1 = 3
Molar mass = 179.1 g/mol
E_tot = -19073.00847 eV
ΔE to the lowest compared entry with this formula, charge and spin = 0.00 kJ/mol
LUMO level (spin up / spin down) = 0.0098 / -0.1395 Ha

Cartesian coordinates (Å):
H1 1.011 2.310 1.470
H2 1.923 0.855 2.158
C1 -0.864 -1.144 0.784
F1 3.933 -1.546 -0.793
C2 0.762 0.455 0.616
C3 3.175 -0.618 -0.210
C4 1.526 1.397 1.310
N1 -0.209 -0.238 1.383
F2 2.962 0.308 -1.180
H3 0.277 -1.995 -0.712
H4 2.331 1.700 0.585
O1 2.099 -1.014 0.320
H5 -0.706 -0.492 -2.444
H6 1.008 1.453 -1.088
C5 -0.725 -1.584 -0.594
C6 -0.272 -0.328 -1.466
F3 4.072 0.068 0.642
H7 -1.561 -1.696 1.431
C7 0.433 0.620 -0.797
H8 -1.595 -2.206 -1.031


The following is a quantum chemistry calculation of the ion C7H8FIN3 with charge +1, from the OMol25 dataset.

Results
Molar mass = 280.1 g/mol
Total charge = +1
E_tot = -22662.70654 eV
ΔE to the lowest compared entry with this formula, charge and spin = 0.00 kJ/mol
LUMO level (spin up / spin down) = -0.2352 / -0.2346 Ha

Cartesian coordinates (Å):
H1 -0.919 0.681 1.742
H2 -1.008 -1.571 2.758
C1 -0.863 2.366 -0.377
C2 -2.203 2.358 0.168
C3 -0.702 -0.217 1.188
N1 0.866 -1.471 -1.591
C4 -0.088 1.282 -0.580
H3 2.345 -0.309 -0.866
H4 -2.516 3.317 0.580
H5 0.750 -2.254 -2.234
N2 2.195 -1.141 -1.420
F1 1.014 1.427 -1.350
C5 -0.738 -1.430 1.729
H6 2.746 -1.157 -2.267
C6 -3.070 1.389 0.196
H7 -0.494 -2.306 1.151
N3 -0.254 0.000 -0.117
C7 -0.185 -1.093 -0.975
I1 -3.966 -0.321 -0.268
H8 -0.470 3.323 -0.679


The following is a quantum chemistry calculation of the molecule C7H8FN3, from the OMol25 dataset.

Results
Molar mass = 153.2 g/mol
E_tot = -14571.33340 eV
ΔE to the lowest compared entry with this formula, charge and spin = 511.94 kJ/mol
LUMO level (spin up / spin down) = -0.0101 / -0.0101 Ha

Cartesian coordinates (Å):
C1 -2.735 -0.613 0.225
C2 2.236 0.896 0.900
C3 -0.684 -1.746 -0.159
C4 1.941 0.696 -0.589
C5 -2.048 -1.821 0.021
H1 -2.702 -2.674 0.118
H2 -3.839 -0.762 0.476
H3 1.313 1.145 1.585
F1 -0.835 2.984 -0.306
H4 -0.087 -2.618 -0.417
N1 -0.165 1.852 -0.034
H5 2.604 0.945 -1.326
C6 -0.818 0.723 0.061
C7 0.003 -0.470 -0.255
H6 1.238 -0.747 -1.931
H7 2.922 1.816 1.011
N2 1.154 -0.273 -0.924
H8 2.703 0.062 1.335
N3 -2.200 0.603 0.208


The following is a quantum chemistry calculation of the molecule C7H8FNO2S, from the OMol25 dataset.

Results
Molar mass = 189.2 g/mol
E_tot = -26524.54527 eV
SMILES = O=S(=O)(CF)Nc1ccccc1
ΔE to the lowest compared entry with this formula, charge and spin = 68.02 kJ/mol
LUMO level = 0.0178 Ha

Cartesian coordinates (Å):
C1 2.547 0.646 0.631
H1 0.900 2.129 0.951
H2 -1.599 -1.290 1.065
N1 -0.979 1.042 -0.636
O1 -2.446 -0.908 -1.477
H3 3.363 1.119 1.240
C2 0.348 0.508 -0.382
H4 3.993 -1.014 0.178
F1 -3.755 -1.124 1.246
C3 -2.476 -0.527 1.127
H5 -1.142 2.077 -0.366
H6 -2.167 0.384 1.795
C4 1.993 -1.228 -0.743
H7 -0.024 -1.202 -1.581
S1 -2.408 0.225 -0.564
H8 2.202 -2.119 -1.292
O2 -3.266 1.362 -0.737
C5 0.729 -0.615 -0.982
C6 1.247 1.119 0.500
C7 2.943 -0.583 0.026


The following is a quantum chemistry calculation of a structure of composition C7H8GdN2O4S, from the OMol25 dataset.

Results
⟨S²⟩ = 16.098
2S+1 = 8
Molar mass = 373.5 g/mol
Total charge = +3
E_tot = -50195.16425 eV
LUMO level (spin up / spin down) = -0.4965 / -0.5542 Ha

Cartesian coordinates (Å):
H1 -1.583 -1.940 1.936
C1 0.632 -0.322 -3.749
C2 2.848 -1.232 -3.033
N1 0.522 0.269 0.880
C3 0.007 -1.005 1.240
C4 -0.036 1.543 1.470
H2 -1.132 1.495 1.595
C5 -1.138 -1.521 -2.491
O1 3.682 -1.203 -3.837
H3 0.449 1.740 2.446
H4 1.550 0.252 1.099
H5 -1.179 -1.358 4.251
O2 -0.513 4.097 -3.523
H6 0.201 2.358 0.767
O3 -2.084 -1.737 -3.150
C6 -0.263 3.106 -3.021
C7 -1.075 -0.563 3.496
H7 -0.203 0.030 3.774
S1 0.808 -2.353 0.483
O4 0.456 0.052 -4.862
H8 -1.960 0.074 3.586
N2 -0.987 -1.129 2.129
Gd1 0.996 -0.654 -1.487


The following is a quantum chemistry calculation of a cluster of 2 separate species, C7H8N2O in total, from the OMol25 dataset.

Results
Molar mass = 136.2 g/mol
E_tot = -12411.87527 eV
ΔE to the lowest compared entry with this formula, charge and spin = 436.43 kJ/mol
LUMO level = -0.0382 Ha

Cartesian coordinates (Å):
N1 -1.222 1.123 -0.622
C1 1.269 1.366 0.091
H1 1.451 2.444 0.249
H2 1.265 -2.497 -0.301
C2 2.556 -0.643 0.178
N2 -1.071 -1.179 -0.456
C3 1.335 -1.351 -0.006
H3 -1.527 2.075 -0.381
H4 -3.155 1.284 0.943
H5 -2.973 -0.268 -0.871
H6 -1.090 -2.023 0.248
C4 -2.059 -0.094 -0.308
H7 3.313 1.233 0.321
C5 0.163 0.722 -0.249
C6 0.187 -0.650 -0.173
H8 3.546 -1.080 0.369
C7 2.442 0.717 0.229
O1 -2.516 -0.148 1.049


The following is a quantum chemistry calculation of the molecule C7H8N2O2S, from the OMol25 dataset.

Results
Molar mass = 184.2 g/mol
E_tot = -25295.23814 eV
ΔE to the lowest compared entry with this formula, charge and spin = 438.32 kJ/mol
LUMO level = -0.0140 Ha

Cartesian coordinates (Å):
C1 1.297 -0.404 -0.566
H1 1.423 1.885 -0.363
H2 3.024 -1.582 1.246
O1 0.428 1.739 -0.248
N1 -1.516 -1.043 -0.629
H3 -1.657 2.082 0.399
C2 -3.792 -0.186 -0.136
O2 3.125 1.230 -0.928
C3 0.303 0.447 -0.487
H4 4.560 -0.696 1.043
S1 3.079 -0.235 -0.586
C4 3.446 -0.611 1.169
N2 -3.420 1.096 0.290
H5 0.840 -1.564 -0.376
C5 -2.825 -1.190 -0.540
H6 3.060 0.169 1.939
C6 -2.074 1.190 0.058
C7 -1.057 0.172 -0.288
H7 -3.336 -2.197 -0.781
H8 -4.906 -0.300 -0.218


The following is a quantum chemistry calculation of the molecule C7H8N2O3, from the OMol25 dataset.

Results
Molar mass = 168.2 g/mol
E_tot = -16504.62160 eV
ΔE to the lowest compared entry with this formula, charge and spin = 676.57 kJ/mol
LUMO level (spin up / spin down) = -0.0731 / -0.0731 Ha

Cartesian coordinates (Å):
O1 1.986 0.010 0.901
N1 -1.471 0.394 1.611
H1 -2.216 -2.033 0.092
H2 -1.026 1.867 3.086
H3 1.247 2.210 2.398
O2 0.707 2.495 -1.295
H4 0.212 -1.106 -1.427
H5 2.300 -0.498 0.097
C1 -1.316 -0.495 0.741
H6 0.326 2.698 0.956
O3 2.158 0.742 -1.469
H7 -1.759 -3.182 -2.080
C2 -0.854 -2.628 -2.244
C3 -0.661 -1.613 -1.379
C4 -0.779 1.266 2.264
H8 -0.223 -2.939 -3.112
C5 1.362 1.517 -0.992
N2 0.983 0.892 0.551
C6 -1.443 -1.367 -0.237
C7 0.469 1.771 1.537


The following is a quantum chemistry calculation of the molecule C7H8N2O5, from the OMol25 dataset.

Results
Molar mass = 200.2 g/mol
E_tot = -20597.40770 eV
ΔE to the lowest compared entry with this formula, charge and spin = 552.48 kJ/mol
LUMO level (spin up / spin down) = -0.0708 / 0.0158 Ha

Cartesian coordinates (Å):
C1 0.610 2.042 -0.994
O1 1.465 -1.500 -0.483
H1 -0.431 -2.301 2.159
O2 2.631 0.290 -0.987
H2 0.375 1.818 1.593
C2 -0.815 0.006 -0.873
N1 1.578 -0.139 -0.539
O3 -2.190 0.835 0.703
H3 0.005 -0.086 3.042
H4 1.593 2.434 -0.739
C3 0.648 -2.105 0.408
C4 0.161 -0.243 1.985
C5 0.385 0.688 -0.315
H5 -1.653 -1.143 -2.056
H6 0.542 -3.144 0.130
H7 -0.161 2.732 -0.660
N2 -2.027 0.082 -0.272
O4 -0.728 -0.805 -1.941
O5 -2.931 -0.611 -0.799
H8 0.550 1.928 -2.075
C6 0.092 -1.602 1.524
C7 0.300 0.823 1.187


The following is a quantum chemistry calculation of the ion C7H8N3O4 with charge -1, from the OMol25 dataset.

Results
Molar mass = 198.2 g/mol
Total charge = -1
E_tot = -20046.50907 eV
SMILES = [H]/N=C1/C=C[C@H](N)[C@](C(=O)[O-])([N+](=O)[O-])C1
ΔE to the lowest compared entry with this formula, charge and spin = 435.84 kJ/mol
LUMO level = 0.1305 Ha

Cartesian coordinates (Å):
H1 0.997 2.409 -0.324
H2 -0.437 1.776 -0.570
H3 0.626 -0.443 -1.888
O1 3.170 1.211 -0.055
H4 -1.241 -2.503 -1.999
H5 1.405 1.173 1.619
C1 0.541 -1.124 -0.990
C2 0.643 0.770 0.861
N1 0.172 1.980 0.237
H6 1.214 -1.988 -1.225
O2 2.131 -0.970 2.284
H7 -0.703 0.453 2.459
C3 1.922 -1.427 1.168
C4 -0.585 0.166 1.410
O3 2.776 0.023 -1.816
C5 -0.789 -1.396 -0.453
C6 -1.165 -0.925 0.863
O4 1.989 -2.521 0.664
N2 -1.522 -2.225 -1.040
C7 1.415 -0.293 -0.081
N3 2.468 0.393 -0.659
H8 -1.997 -1.477 1.094


The following is a quantum chemistry calculation of the molecule C7H8N4, from the OMol25 dataset.

Results
Molar mass = 148.2 g/mol
E_tot = -13342.81783 eV
ΔE to the lowest compared entry with this formula, charge and spin = 613.56 kJ/mol
LUMO level (spin up / spin down) = 0.0021 / 0.0021 Ha

Cartesian coordinates (Å):
N1 -1.115 -1.335 0.224
H1 2.317 -0.989 0.347
C1 -1.685 -0.322 -0.380
C2 1.257 -0.634 0.221
H2 -2.071 -3.032 0.582
C3 2.497 1.540 0.014
C4 1.203 0.776 -0.182
C5 0.115 1.259 -0.791
C6 -0.551 2.267 -1.307
C7 0.270 -1.558 0.362
N2 -2.725 0.357 -0.616
N3 -1.975 -2.168 0.996
H3 0.592 -2.573 0.680
H4 -3.656 0.087 -0.571
H5 3.064 1.595 -0.868
H6 3.012 1.088 0.771
H7 -1.691 -2.106 1.947
N4 -1.103 3.140 -1.764
H8 2.246 2.609 0.337